The following is a DFT calculation (the ωB97M-V functional and the def2-TZVPD basis) of a 5-piece molecular cluster, C5H19NO5 overall at a distorted geometry.

Element x y z (Å)
C 0.19 0.35 -0.25
C -0.31 -1.08 -0.33
C -1.48 -1.35 0.58
C -2.55 -2.10 0.28
N 1.49 0.46 -0.83
C 2.49 1.15 0.07
O 3.31 0.15 0.76
H 0.15 0.51 0.84
H -0.42 1.29 -0.67
H -0.60 -1.19 -1.40
H 0.64 -1.66 0.10
H -1.35 -1.03 1.67
H -3.37 -2.31 1.08
H -3.01 -2.45 -0.67
H 1.87 -0.46 -1.00
H 3.18 1.77 -0.52
H 1.94 1.63 0.95
H 3.95 -0.30 0.31
H -1.61 3.32 -1.01
H -1.44 2.43 0.22
O -2.12 2.73 -0.41
H -0.80 2.29 2.51
H -0.76 3.66 1.68
O -0.37 2.82 1.87
H 1.26 -3.80 1.71
H 2.54 -3.27 0.73
O 1.84 -3.12 1.41
H -2.11 -0.36 -2.68
H -0.82 -0.24 -3.57
O -1.73 0.14 -3.42

The SMILES is C=CCCNCO.O.O.O.O. The value obtained for the HOMO-LUMO gap is 9.3122 eV. As for the energy relative to the best compared isomer or geometry (same formula, charge and spin): 362.7 kJ/mol. The HOMO energy is -8.79 eV. The value obtained for the maximum force is 5.0 eV/Å. Its calculated total energy is -17217.5017 eV. As for the charge: 0.

What are the Mulliken partial charges on each atom? They are as follows, in elementary charge units: number 1, C, carries 0.172; number 2, C, carries 0.167; number 3, C, carries -0.236; number 4, C, carries -0.803; number 5, N, carries -0.418; number 6, C, carries -0.220; number 7, O, carries -0.544; number 8, H, carries 0.224; number 9, H, carries -0.140; number 10, H, carries 0.004; number 11, H, carries 0.133; number 12, H, carries 0.168; number 13, H, carries 0.195; number 14, H, carries 0.267; number 15, H, carries 0.321; number 16, H, carries 0.342; number 17, H, carries 0.111; number 18, H, carries 0.282; number 19, H, carries 0.325; number 20, H, carries 0.275; number 21, O, carries -0.647; number 22, H, carries 0.306; number 23, H, carries 0.317; number 24, O, carries -0.628; number 25, H, carries 0.299; number 26, H, carries 0.315; number 27, O, carries -0.642; number 28, H, carries 0.357; number 29, H, carries 0.331; number 30, O, carries -0.634

The following is a DFT calculation (the ωB97M-V functional and the def2-TZVPD basis) of a 5-piece molecular cluster, C5H19NO6 overall at a distorted geometry.

Element x y z (Å)
C 0.35 2.01 0.30
N 1.12 1.24 -0.69
C 1.77 -0.01 -0.27
C 1.09 -1.17 -1.03
O 1.09 -2.39 -0.30
C 3.26 0.07 -0.75
O 3.70 1.11 -1.15
C 0.39 1.69 1.78
H 0.73 3.04 0.19
H -0.70 2.08 0.04
H 1.88 1.77 -1.08
H 1.93 -0.25 0.79
H 1.68 -1.50 -1.90
H 0.17 -0.88 -1.53
H 0.51 -2.34 0.46
H 3.86 -0.85 -0.83
H 1.26 1.99 2.35
H -0.51 2.11 2.23
H 0.36 0.60 1.93
H -2.69 -0.77 0.86
H -3.41 -1.05 2.14
O -3.05 -1.51 1.38
H -1.89 -1.31 -3.17
H -2.69 0.07 -3.01
O -1.85 -0.36 -3.18
H -1.29 -2.30 2.39
H -0.82 -0.90 2.03
O -0.59 -1.68 2.54
H -1.10 0.54 -0.98
H -2.65 0.51 -1.08
O -1.92 0.43 -0.47

The SMILES is CCN[C@H](C=O)CO.O.O.O.O. The value obtained for the HOMO-LUMO gap is 9.2775 eV. As for the energy relative to the best compared isomer or geometry (same formula, charge and spin): 288.9 kJ/mol. The HOMO energy is -9.16 eV. The value obtained for the maximum force is 2.0 eV/Å. Its calculated total energy is -19266.7699 eV. As for the charge: 0.

What are the Mulliken partial charges on each atom? They are as follows, in elementary charge units: number 1, C, carries -0.556; number 2, N, carries -0.425; number 3, C, carries 0.474; number 4, C, carries -0.456; number 5, O, carries -0.537; number 6, C, carries -0.220; number 7, O, carries -0.523; number 8, C, carries -0.817; number 9, H, carries 0.319; number 10, H, carries 0.485; number 11, H, carries 0.351; number 12, H, carries 0.326; number 13, H, carries 0.428; number 14, H, carries -0.084; number 15, H, carries 0.346; number 16, H, carries 0.437; number 17, H, carries 0.315; number 18, H, carries 0.331; number 19, H, carries -0.075; number 20, H, carries 0.358; number 21, H, carries 0.363; number 22, O, carries -0.682; number 23, H, carries 0.321; number 24, H, carries 0.282; number 25, O, carries -0.653; number 26, H, carries 0.347; number 27, H, carries 0.276; number 28, O, carries -0.642; number 29, H, carries 0.344; number 30, H, carries 0.181; number 31, O, carries -0.615

The following is a DFT calculation (the ωB97M-V functional and the def2-TZVPD basis) of C5H20BaO5 as an isolated structure at a distorted geometry.

Element x y z (Å)
Ba 0.97 0.63 -0.69
C -0.67 -2.43 0.79
O -0.40 -1.67 -0.39
H -0.15 -3.39 0.78
H -0.32 -1.87 1.66
H -1.74 -2.60 0.90
H -0.90 -2.00 -1.15
C 3.09 -0.55 2.53
O 2.48 -0.96 1.28
H 3.04 0.53 2.68
H 2.55 -1.02 3.35
H 4.13 -0.86 2.59
H 2.66 -1.90 1.21
C -2.76 1.42 -0.29
O -1.64 1.53 -1.19
H -3.63 0.97 -0.78
H -2.49 0.75 0.52
H -3.11 2.38 0.07
H -1.99 1.68 -2.07
C 0.36 2.44 2.11
O -0.31 1.22 1.81
H 1.24 2.22 2.73
H 0.67 3.03 1.24
H -0.27 3.11 2.69
H -0.80 0.90 2.57
C 0.16 -0.81 -4.39
O -0.08 -0.25 -3.07
H 0.97 -1.54 -4.37
H -0.74 -1.32 -4.74
H 0.41 -0.06 -5.14
H -0.74 0.43 -3.26

The value obtained for the HOMO-LUMO gap is 11.0286 eV. As for the energy relative to the best compared isomer or geometry (same formula, charge and spin): 24.8 kJ/mol. The HOMO energy is -17.52 eV. The value obtained for the maximum force is 1.6 eV/Å. Its calculated total energy is -16426.7156 eV. As for the charge: +2.

What are the Mulliken partial charges on each atom? They are as follows, in elementary charge units: number 1, Ba, carries 1.738; number 2, C, carries -0.712; number 3, O, carries -0.327; number 4, H, carries 0.320; number 5, H, carries 0.204; number 6, H, carries 0.346; number 7, H, carries 0.216; number 8, C, carries -0.639; number 9, O, carries -0.377; number 10, H, carries 0.211; number 11, H, carries 0.298; number 12, H, carries 0.325; number 13, H, carries 0.247; number 14, C, carries -0.582; number 15, O, carries -0.421; number 16, H, carries 0.374; number 17, H, carries 0.142; number 18, H, carries 0.307; number 19, H, carries 0.224; number 20, C, carries -0.748; number 21, O, carries -0.399; number 22, H, carries 0.274; number 23, H, carries 0.346; number 24, H, carries 0.305; number 25, H, carries 0.233; number 26, C, carries -0.697; number 27, O, carries -0.304; number 28, H, carries 0.274; number 29, H, carries 0.289; number 30, H, carries 0.301; number 31, H, carries 0.231

> Among the records above, which one has the lowest calculated total energy?

C5H19NO6

> Which value of energy relative to the best compared isomer or geometry (same formula, charge and spin) does entry 2 give?

288.9 kJ/mol

> Among the records above, which one has the highest HOMO-LUMO gap?

C5H20BaO5